C10H14N4S in the gas phase in a non-equilibrium geometry, computed with ωB97M-V/def2-TZVPD.

Each line ends with the Löwdin charge.
Atoms and positions in Å:
C (2.30759, 1.98679, -1.51101)  -0.1140
C (1.56666, 2.77828, -0.42949)  -0.2638
C (0.49266, 1.97071, 0.30239)  -0.2300
C (1.03753, 0.78424, 1.09100)  -0.1920
C (-0.03948, 0.05746, 1.91031)  -0.1277
N (-1.10588, -0.49646, 1.08098)  -0.0095
C (-2.37270, 0.02166, 0.86303)  -0.1470
N (-3.07075, -0.63867, 0.00330)  0.1432
C (-2.24693, -1.66315, -0.41604)  -0.2551
C (-2.47510, -2.72845, -1.36347)  -0.8221
S (-3.84684, -2.95203, -2.20996)  0.6498
N (-1.37582, -3.60447, -1.51973)  0.0573
C (-0.28531, -3.44962, -0.86052)  -0.1644
N (-0.02190, -2.44605, 0.04540)  0.1398
C (-1.03248, -1.56784, 0.25401)  -0.2075
H (2.99595, 2.61605, -2.08063)  0.0720
H (2.87364, 1.18658, -1.08812)  0.0487
H (1.60720, 1.54705, -2.23992)  0.0840
H (2.31348, 3.16732, 0.33508)  0.1252
H (1.10217, 3.63723, -0.90155)  0.0983
H (-0.25783, 1.62640, -0.43866)  0.1203
H (-0.07785, 2.63171, 0.97681)  0.1160
H (1.50692, 0.09382, 0.39993)  0.0940
H (1.81731, 1.11010, 1.78908)  0.1228
H (-0.52593, 0.77900, 2.61155)  0.1377
H (0.40746, -0.74871, 2.49727)  0.1210
H (-2.68147, 0.89891, 1.42178)  0.1323
H (0.52302, -4.15958, -1.03106)  0.1278
H (0.86469, -2.43827, 0.50826)  0.1427

Forces on the atoms, in the same order (eV/Å):
C -0.6 0.4 -0.4
C 0.9 0.1 0.7
C -0.5 0.1 -0.2
C -0.3 0.2 0.2
C -0.3 0.6 0.1
N 0.2 0.0 0.0
C 0.2 0.4 0.5
N 0.0 -0.2 -0.2
C 0.5 -0.1 0.3
C 0.3 0.0 0.1
S -0.2 0.0 -0.1
N 0.2 0.1 0.2
C -0.4 0.0 -0.3
N 0.2 -0.7 -0.3
C -1.0 0.2 -0.4
H -0.1 0.0 0.1
H 0.5 -0.6 0.3
H 0.1 0.1 0.3
H -0.8 -0.3 -0.9
H -0.1 0.3 0.1
H 0.4 0.0 0.3
H 0.3 -0.1 -0.1
H 0.1 -0.3 -0.1
H -0.1 0.0 -0.1
H 0.4 -0.6 -0.4
H -0.1 0.0 0.1
H 0.0 -0.1 -0.2
H 0.0 0.2 0.2
H 0.2 0.2 0.2

Maximum force ... 1.2 eV/A
Gap between HOMO and LUMO ... 7.822 eV
ΔE to the lowest compared entry with this formula, charge and spin ... 0.40 kcal per mole
SMILES ... CCCCCn1cnc2c(=S)nc[nH]c21
HOMO energy ... -0.2818 Eh

8 unconnected molecules or ions with the total composition H18NO7, computed with ωB97M-V/def2-TZVPD.

Each line ends with the Löwdin charge.
Atoms and positions in Å:
N (-0.37097, -0.42594, -1.35303)  0.2769
H (0.29608, -1.05674, -0.88364)  0.0949
H (-0.78578, -0.86930, -2.18435)  0.0804
H (0.08082, 0.47126, -1.62365)  0.0876
H (-1.11418, -0.18597, -0.67904)  0.0996
H (-0.65886, 1.88904, 1.33249)  0.0350
H (0.08511, 3.16555, 1.86579)  0.0811
O (0.17162, 2.41198, 1.27331)  -0.0597
H (-1.25245, -1.62780, -4.57864)  0.0712
H (-2.18765, -2.42185, -3.67756)  0.0671
O (-1.50445, -1.74192, -3.65084)  -0.0447
H (0.63481, 2.51329, -0.56785)  0.0219
H (0.84132, 2.77388, -2.10787)  0.0728
O (0.76654, 2.08866, -1.43281)  -0.0558
H (1.86594, -1.08093, 0.80850)  0.0269
H (1.86511, -2.60066, 0.37212)  0.0898
O (1.29154, -1.83273, 0.52992)  -0.0772
H (-1.59106, -0.19200, 1.66674)  0.0282
H (-2.79845, 0.67874, 1.13518)  0.0802
O (-1.85561, 0.51346, 1.02183)  -0.0739
H (-0.77073, -1.87416, 3.24856)  0.0718
H (-0.01338, -1.83614, 1.85249)  0.0196
O (-0.80529, -1.55593, 2.34430)  -0.0449
H (1.73994, 1.30631, 1.30867)  0.0219
H (3.20764, 0.83372, 1.47660)  0.0737
O (2.32633, 0.53255, 1.23366)  -0.0444

Forces on the atoms, in the same order (eV/Å):
N -0.3 0.2 -0.2
H 0.0 0.1 0.0
H 0.0 -0.2 0.0
H 0.1 -0.1 0.3
H 0.1 0.0 0.0
H 0.2 0.1 0.0
H 0.0 0.0 0.0
O -0.1 -0.1 0.0
H 0.0 0.1 0.2
H 0.0 0.0 0.1
O 0.0 -0.1 -0.4
H -0.1 0.0 0.0
H 0.0 0.0 0.2
O 0.0 0.0 -0.3
H -0.1 0.0 0.0
H -0.2 0.4 0.1
O 0.3 -0.3 -0.1
H -0.1 0.0 -0.2
H 0.1 -0.1 0.0
O 0.1 0.0 0.1
H 0.2 -0.1 0.0
H 0.1 -0.1 0.2
O -0.3 0.2 -0.2
H -0.1 -0.2 0.0
H 0.0 -0.1 0.0
O 0.1 0.2 0.0

Total charge ... +1
Maximum force ... 0.5 eV/A
Gap between HOMO and LUMO ... 12.260 eV
ΔE to the lowest compared entry with this formula, charge and spin ... 0.00 kcal per mole
HOMO energy ... -0.5431 Eh

C9H10O2 in the gas phase in a non-equilibrium geometry, computed with ωB97M-V/def2-TZVPD.

Each line ends with the Löwdin charge.
Atoms and positions in Å:
C (0.71594, -1.79983, 0.17516)  -0.1179
C (1.80382, -1.63805, -0.63307)  0.0929
C (2.16261, -1.12723, 0.64586)  -0.1855
C (-0.19685, -0.84569, 0.05574)  -0.1669
C (0.06685, 1.74179, -0.42214)  -0.3447
C (1.81943, 0.25654, 0.53281)  -0.1819
C (0.34285, 0.53598, 0.55246)  -0.1188
C (-0.97789, 2.76188, -0.05352)  0.0020
C (-1.87381, -2.34432, -0.65326)  -0.0635
O (0.51487, 1.76436, -1.57623)  0.0737
O (-1.52852, -1.19148, 0.06739)  -0.0628
H (2.49330, -1.68754, 1.45805)  0.1160
H (2.16762, 0.61850, 1.53409)  0.1452
H (2.18460, 1.03390, -0.11722)  0.1247
H (-0.06161, 0.71897, 1.52340)  0.1424
H (-0.67591, 3.70541, -0.33784)  0.0571
H (-1.48067, 2.63758, 0.89981)  0.0842
H (-1.70386, 2.59165, -0.87606)  0.1097
H (-2.59064, -2.09576, -1.48939)  0.1114
H (-2.23483, -3.19725, -0.07828)  0.1002
H (-0.94730, -2.43939, -1.20775)  0.0825

Forces on the atoms, in the same order (eV/Å):
C 1.1 -1.2 -0.4
C 2.5 -2.0 -2.6
C -2.2 -1.6 -2.6
C -3.5 -0.1 3.2
C -0.7 -0.7 -1.9
C 1.3 4.8 4.5
C -1.0 -0.4 -2.6
C -1.1 -2.3 -0.9
C 0.4 0.3 -2.6
O -0.2 -0.2 2.6
O 0.3 3.1 0.6
H 0.6 -0.3 1.5
H -0.1 0.5 -0.5
H 1.3 -0.9 -1.1
H -0.3 0.1 0.7
H 1.0 2.3 0.2
H 0.3 0.3 0.1
H -0.2 -0.2 0.6
H 0.2 0.0 1.3
H 0.4 0.3 0.2
H -0.1 -1.9 -0.3

Maximum force ... 6.7 eV/A
Gap between HOMO and LUMO (spin up / spin down) ... 7.492 / 7.493 eV
ΔE to the lowest compared entry with this formula, charge and spin ... 207.40 kcal per mole
HOMO energy (spin up / spin down) ... -0.2810 / -0.2810 Eh

3 unconnected molecules or ions with the total composition C5H10O2, computed with ωB97M-V/def2-TZVPD.

Each line ends with the Löwdin charge.
Atoms and positions in Å:
C (1.13204, 1.03090, 0.06565)  -0.0935
C (0.96909, 0.02139, 0.91305)  -0.0705
C (1.00141, -1.27746, 0.15573)  -0.2018
O (1.01147, -0.90014, -1.21536)  -0.1361
C (1.27179, 0.49053, -1.33223)  -0.2100
H (1.17860, 2.08679, 0.31096)  0.1125
H (0.84566, 0.08528, 1.98868)  0.1150
H (0.12504, -1.91081, 0.34365)  0.0955
H (1.90011, -1.86499, 0.40424)  0.1223
H (0.55184, 0.92631, -2.04059)  0.1149
H (2.28025, 0.66702, -1.73968)  0.1212
H (-2.37616, -1.30211, 1.36871)  0.0265
H (-2.18136, -2.02260, 1.38069)  0.0461
C (-1.92317, 0.98974, -0.15567)  -0.1646
O (-2.58619, 0.96646, 0.85097)  -0.0434
H (-1.59314, 0.06913, -0.67568)  0.0796
H (-1.60728, 1.94457, -0.62312)  0.0865

Forces on the atoms, in the same order (eV/Å):
C 0.0 -0.2 0.1
C 0.0 0.1 -0.1
C 0.0 -0.1 0.2
O 0.0 -0.1 -0.1
C 0.0 0.3 -0.1
H 0.0 -0.2 0.0
H 0.0 0.0 -0.2
H 0.1 0.1 0.0
H -0.1 0.1 0.0
H 0.1 0.0 0.1
H -0.1 0.0 0.1
H 0.0 -0.1 0.0
H 0.0 0.0 0.0
C -0.2 0.0 0.3
O 0.3 0.1 -0.5
H -0.1 0.0 0.1
H -0.1 -0.1 0.1

Maximum force ... 0.6 eV/A
Gap between HOMO and LUMO ... 10.230 eV
ΔE to the lowest compared entry with this formula, charge and spin ... 87.74 kcal per mole
SMILES ... C1=CCOC1.[H][H].C=O
HOMO energy ... -0.3450 Eh

C2H2BrN in the gas phase in a non-equilibrium geometry, computed with ωB97M-V/def2-TZVPD.

Each line ends with the Löwdin charge.
Atoms and positions in Å:
N (-0.71963, 1.48392, 2.29683)  0.1491
C (-0.53217, 0.72481, 1.49306)  -0.3332
C (-0.40769, -0.01380, 0.19374)  -0.5391
Br (-1.98666, -1.17035, 0.01492)  0.6235
H (-0.51377, 0.73353, -0.47704)  0.0118
H (0.50405, -0.67234, 0.18793)  0.0880

Forces on the atoms, in the same order (eV/Å):
N -0.4 2.2 2.9
C 0.6 -2.6 -3.7
C 0.3 -2.6 4.0
Br 0.4 0.1 -0.1
H 0.2 1.9 -2.7
H -1.0 1.0 -0.4

Maximum force ... 4.7 eV/A
Gap between HOMO and LUMO ... 11.295 eV
ΔE to the lowest compared entry with this formula, charge and spin ... 3.85 kcal per mole
SMILES ... N#CCBr
HOMO energy ... -0.4059 Eh

2 unconnected molecules or ions with the total composition C22H24F3N3O6 in a non-equilibrium geometry, computed with ωB97M-V/def2-TZVPD.

Each line ends with the Löwdin charge.
Atoms and positions in Å:
O (3.01847, 5.83164, 2.37622)  0.0403
C (3.20764, 4.82796, 3.28851)  -0.2647
C (2.80190, 5.02827, 4.61362)  0.0734
C (2.99384, 4.01907, 5.55335)  -0.2239
C (3.57417, 2.82449, 5.19623)  -0.2244
C (3.97895, 2.60046, 3.88031)  0.0720
C (3.80233, 3.60468, 2.91046)  -0.1513
C (4.24874, 3.34589, 1.48702)  -0.0955
C (3.18113, 2.60214, 0.72082)  -0.2007
C (3.41737, 1.31262, 0.22732)  -0.0174
C (2.42853, 0.63534, -0.49330)  -0.0062
C (1.17533, 1.22906, -0.72674)  -0.1185
C (0.11617, 0.51049, -1.53752)  -0.5378
F (0.18183, -0.83558, -1.34861)  0.1194
F (0.31578, 0.81016, -2.84760)  0.1218
F (-1.13464, 0.91419, -1.18305)  0.1147
C (0.94633, 2.52539, -0.23520)  -0.0026
C (1.93915, 3.20123, 0.47572)  -0.0057
O (3.66467, 1.99621, 6.26762)  0.0328
C (3.09897, 2.74267, 7.36202)  -0.1053
O (2.67517, 4.02924, 6.87177)  0.0386
H (2.70625, 6.63695, 2.81746)  0.1137
H (2.33984, 5.95410, 4.93277)  0.1259
H (4.42731, 1.64663, 3.62174)  0.1313
H (5.17919, 2.76958, 1.49713)  0.1188
H (4.46905, 4.28841, 0.97589)  0.1259
H (4.37578, 0.83103, 0.39575)  0.1126
H (2.64336, -0.35887, -0.87675)  0.1196
H (-0.00384, 3.02349, -0.40763)  0.1185
H (1.74235, 4.20494, 0.83816)  0.1121
H (3.84626, 2.87134, 8.15108)  0.1354
H (2.24568, 2.20225, 7.78347)  0.1356
C (-6.14892, -5.64800, -2.09719)  -0.0496
N (-4.99619, -4.75148, -2.13450)  0.0269
C (-4.98188, -3.55609, -2.73491)  -0.4564
O (-5.97809, -3.11260, -3.29735)  0.0457
C (-3.69099, -2.70038, -2.70734)  -0.1657
C (-3.33007, -2.15998, -4.10620)  -0.0461
C (-2.08491, -1.29615, -4.12081)  -0.5759
N (-2.22759, 0.00403, -4.02755)  0.1883
O (-0.96795, -1.77238, -4.19756)  0.0466
N (-2.49090, -3.28621, -2.07892)  0.1071
C (-1.89978, -4.44222, -2.38805)  -0.5598
C (-0.55185, -4.68917, -1.75515)  0.0115
O (-2.39750, -5.29101, -3.11335)  0.0457
H (-6.49149, -5.84322, -3.11551)  0.0880
H (-6.96115, -5.18404, -1.53586)  0.0842
H (-5.87440, -6.59173, -1.62476)  0.0845
H (-4.10247, -5.11477, -1.83492)  0.1066
H (-3.95776, -1.83577, -2.09990)  0.1554
H (-3.15270, -3.00430, -4.77301)  0.1361
H (-4.16833, -1.59055, -4.50672)  0.1191
H (-1.37235, 0.53544, -4.03439)  0.0987
H (-3.13678, 0.42115, -3.97689)  0.1149
H (-1.94882, -2.66876, -1.49494)  0.1360
H (0.12308, -3.87930, -2.02966)  0.0802
H (-0.15370, -5.63139, -2.12874)  0.0868
H (-0.65959, -4.73658, -0.67386)  0.0832

Forces on the atoms, in the same order (eV/Å):
O 0.1 0.0 -0.3
C 0.1 -0.7 0.8
C 0.0 -0.3 0.7
C 0.1 0.6 -1.3
C 0.2 0.3 -1.6
C -0.3 0.2 0.7
C 0.0 0.6 0.3
C -0.1 0.1 0.1
C -0.1 -0.3 -0.5
C -0.6 0.2 -0.2
C -0.3 0.2 0.0
C 0.6 0.3 0.6
C 0.7 0.4 0.9
F -0.3 0.8 -0.6
F -0.5 -0.5 0.4
F 0.6 -0.4 -0.5
C 0.2 -0.2 0.0
C -0.1 -0.5 -0.2
O -0.2 0.0 0.8
C 0.0 -0.2 0.3
O 0.1 -0.5 0.4
H 0.1 -0.4 -0.1
H 0.0 0.1 -0.1
H 0.0 0.1 -0.1
H -0.2 0.0 0.0
H -0.1 0.0 0.1
H -0.1 0.1 0.0
H -0.1 0.1 0.1
H 0.1 -0.2 0.0
H 0.1 -0.1 0.0
H 0.1 0.1 -0.2
H -0.1 0.1 -0.3
C 0.1 0.5 -0.3
N 0.8 -0.4 0.8
C -0.7 -0.1 -0.6
O 0.4 0.3 0.1
C 0.7 -0.1 0.0
C -0.5 -0.2 -0.4
C 0.4 -2.0 0.0
N -0.7 1.8 0.1
O 0.5 -0.7 -0.1
N -1.0 1.0 0.7
C 0.7 -1.3 -0.6
C 0.0 0.2 -0.1
O -0.3 0.2 -0.2
H -0.1 0.0 0.1
H 0.0 -0.1 -0.1
H 0.1 0.2 0.0
H -0.3 -0.1 -0.2
H 0.0 0.0 0.2
H 0.1 0.0 0.0
H -0.2 -0.1 0.1
H -0.3 0.3 0.0
H 0.0 0.3 0.0
H -0.1 0.1 -0.1
H 0.1 0.1 0.1
H -0.1 0.1 0.1
H 0.1 0.0 0.1

Maximum force ... 2.1 eV/A
Gap between HOMO and LUMO ... 8.487 eV
SMILES ... Oc1cc2c(cc1Cc1ccc(C(F)(F)F)cc1)OCO2.CNC(=O)[C@H](CC(N)=O)NC(C)=O
HOMO energy ... -0.2944 Eh